This record from the Open Molecules 2025 dataset describes C25H20CoN4O2P as an isolated structure. The level of theory is wB97M-V/def2-TZVPD.

Output
Relative energy (zero: lowest compared OMol25 entry of this formula, charge and spin) = 0.0 kcal/mol
E_LUMO (alpha / beta) = -0.280 / -0.282 Eh
Charge = +2
Multiplicity = 1
Gap between HOMO and LUMO (alpha / beta) = 7.6 / 7.5 eV
DFT total energy = -83207.403 eV

XYZ file:
```
53
Properties=species:S:1:pos:R:3:mulliken_charge:R:1
H 1.54 1.56 -4.90 0.47
O 1.74 2.44 0.09 -0.61
C -1.21 1.70 3.78 -0.78
C 1.11 0.86 -2.92 -0.40
C -0.16 1.95 2.95 -0.07
C 4.74 -1.08 1.32 -0.62
C 4.30 0.23 1.42 -0.73
C 2.70 -1.68 0.20 -0.31
C 3.94 -2.04 0.70 -0.77
H 4.29 -3.06 0.61 0.47
H 0.87 2.16 3.19 0.54
H -1.95 -1.07 -1.21 0.67
H -4.74 1.30 -1.95 0.43
N -3.85 1.41 0.01 -0.03
H -3.13 -3.27 2.26 0.47
C 0.76 -0.43 -4.91 -0.53
H 0.81 -0.53 -5.99 0.45
C -2.57 1.73 -1.75 -0.32
H 0.66 -1.30 2.20 0.46
N -2.32 1.55 2.98 -0.06
C -1.94 1.72 1.71 0.62
C -2.67 -2.20 0.46 -1.04
N -0.64 1.96 1.66 0.02
H -4.66 1.25 0.59 0.20
C -0.28 -1.54 1.72 -0.83
H -2.17 1.87 -2.74 0.52
Co 0.06 2.07 -0.09 -0.38
C 3.07 0.61 0.90 0.68
H -0.01 -2.42 -4.63 0.46
C -0.53 -1.09 0.42 0.81
C -2.61 1.68 0.42 0.23
H 5.71 -1.36 1.71 0.45
C 0.22 -1.39 -2.77 -0.43
H -1.26 1.63 4.85 0.44
C -2.41 -2.65 1.75 -0.72
C 1.17 0.75 -4.30 -0.91
H -1.01 -2.68 3.38 0.51
H -3.26 1.39 3.31 0.19
H -0.13 -2.23 -2.18 0.46
C -3.85 1.45 -1.37 -0.61
C 2.67 2.03 1.01 0.03
N -1.81 1.89 -0.61 0.08
P 0.65 -0.03 -0.39 2.06
H 4.91 0.99 1.90 0.55
H -3.60 -2.48 -0.04 0.51
O 3.10 2.80 1.81 -0.49
C 0.62 -0.20 -2.15 0.74
C 0.29 -1.50 -4.15 -0.82
C -1.22 -2.32 2.38 -0.81
H 1.47 1.77 -2.45 0.43
C 2.26 -0.36 0.29 0.42
C -1.74 -1.41 -0.21 -0.56
H 2.08 -2.44 -0.27 0.47
```


This record from the Open Molecules 2025 dataset describes a 2-piece molecular cluster, H2N2O3S overall. The level of theory is wB97M-V/def2-TZVPD.

Output
Relative energy (zero: lowest compared OMol25 entry of this formula, charge and spin) = 27.0 kcal/mol
E_LUMO = -0.044 Eh
Charge = 0
Multiplicity = 1
Gap between HOMO and LUMO = 8.9 eV
DFT total energy = -19986.720 eV

XYZ file:
```
8
Properties=species:S:1:pos:R:3:mulliken_charge:R:1
N -0.85 0.93 -0.19 -0.68
O 1.39 1.64 -0.47 -0.50
H 0.83 0.09 0.48 0.37
N 0.27 0.82 -0.01 0.56
H 0.90 2.13 -1.12 0.37
O 0.12 -1.45 1.05 -0.49
S -1.27 -1.66 0.73 0.76
O -1.40 -2.50 -0.46 -0.39
```


This record from the Open Molecules 2025 dataset describes C22H26CdF3N8OS as an isolated structure. The level of theory is wB97M-V/def2-TZVPD.

Output
Relative energy (zero: lowest compared OMol25 entry of this formula, charge and spin) = 371.9 kcal/mol
E_LUMO (alpha / beta) = 0.136 / 0.137 Eh
Charge = -2
⟨S²⟩ = 1.76
Multiplicity = 2
Gap between HOMO and LUMO (alpha / beta) = 5.7 / 5.1 eV
DFT total energy = -60738.345 eV

XYZ file:
```
62
Properties=species:S:1:pos:R:3:mulliken_spin:R:1
N 0.34 -1.95 1.76 0.05
H -0.46 -0.12 2.01 0.00
H -0.72 5.90 3.50 0.00
H 1.03 -2.07 -2.60 0.01
H 1.05 4.63 2.54 0.00
H 0.06 -2.76 1.23 -0.01
H -1.78 0.75 -2.63 0.00
C 0.76 2.03 1.49 0.03
H -3.47 -0.90 -2.10 0.00
H 6.49 -2.28 0.43 0.00
C 6.53 -4.24 -0.59 0.00
C 5.88 -3.21 0.00 0.00
C -1.11 4.84 3.36 0.00
F -4.47 4.40 4.73 0.00
H -0.84 -4.17 -1.38 -0.02
C -0.20 2.88 2.31 0.00
C -2.64 0.73 -2.06 0.01
C -1.55 2.95 -7.77 0.00
H 3.77 0.80 -2.42 0.98
C 4.51 -3.17 0.05 0.01
N 0.72 -2.22 -1.60 -0.01
C -1.73 -1.47 0.94 0.71
C 5.83 -5.37 -0.95 0.00
H 7.68 -4.22 -0.54 0.00
H 3.78 -6.15 -1.30 0.00
C -3.21 4.93 4.66 0.00
C -0.84 -1.03 2.08 0.03
H 1.11 -1.85 2.36 0.00
H -2.74 -1.89 1.12 -0.02
O 2.57 -4.30 -0.22 0.00
H 1.29 -2.88 -1.10 0.01
C -0.10 4.16 2.61 0.00
N -2.54 3.45 -7.39 0.00
C -1.76 -1.97 -1.35 -0.12
C -1.40 2.17 2.58 -0.03
H -1.76 5.26 9.36 -0.99
C 4.53 -5.41 -0.89 0.00
H -4.42 0.58 -2.56 0.00
H -2.68 -2.54 -1.18 0.00
N 3.78 -4.25 -0.40 0.00
H -1.82 1.26 2.36 0.00
N -0.49 2.35 -8.24 0.00
C 1.21 1.15 0.83 -0.01
N -1.56 -0.90 -0.29 -0.05
H -1.80 1.13 -0.04 -0.04
F -3.39 6.27 4.25 0.00
H -2.90 1.68 -2.14 0.00
N 1.32 3.89 -8.84 0.00
C -2.27 2.89 3.49 0.01
N -3.60 -0.19 -2.73 0.00
H -3.03 2.04 3.88 0.00
C -2.24 4.20 3.86 0.00
C -2.39 0.47 -0.55 0.07
C -0.59 -3.00 -1.23 0.37
C 0.50 3.15 -8.54 0.00
H 6.47 -6.26 -1.30 0.00
Cd 1.03 -0.71 -0.06 -0.02
H -3.35 0.22 0.06 0.01
S 3.71 -1.69 0.46 0.01
H -1.96 -1.51 -2.36 0.02
F -2.85 5.05 5.92 -0.01
H -1.31 -1.57 3.11 -0.01
```


This record from the Open Molecules 2025 dataset describes the molecule C4H8O2. The level of theory is wB97M-V/def2-TZVPD.

Output
Relative energy (zero: lowest compared OMol25 entry of this formula, charge and spin) = 48.1 kcal/mol
E_LUMO = 0.036 Eh
Charge = 0
SMILES = C[C@H]1O[C@H]1CO
Multiplicity = 1
Gap between HOMO and LUMO = 11.3 eV
DFT total energy = -8371.196 eV

XYZ file:
```
14
Properties=species:S:1:pos:R:3:mulliken_charge:R:1
C -0.23 -1.07 -0.06 0.14
C 0.08 -1.20 -1.53 -1.29
H 0.06 1.62 -0.90 0.22
H -0.58 0.38 1.56 0.40
H -0.55 -0.53 -2.13 0.26
C 0.06 0.14 0.71 0.08
H -0.07 -2.22 -1.89 0.34
H 1.67 1.22 -0.27 0.28
O 0.87 -1.02 0.84 -0.47
H -1.03 -1.70 0.30 0.43
H 1.12 -0.93 -1.71 0.35
O 0.49 2.54 0.84 -0.55
H 1.01 2.46 1.65 0.31
C 0.62 1.39 0.03 -0.50
```


This record from the Open Molecules 2025 dataset describes a 8-piece molecular cluster, C19H38Cl10O9 overall. The level of theory is wB97M-V/def2-TZVPD.

Output
E_LUMO = 0.018 Eh
Charge = 0
SMILES = COC(=O)OC.COC(=O)OC.COC(=O)OC.ClCCCl.ClCCCl.ClCCCl.ClCCCl.ClCCCl
Multiplicity = 1
Gap between HOMO and LUMO = 10.8 eV
DFT total energy = -163970.736 eV

XYZ file:
```
76
Properties=species:S:1:pos:R:3:mulliken_charge:R:1
C -2.91 -0.33 -3.39 -0.47
H -6.03 2.56 3.72 0.35
C -5.60 2.09 2.80 -0.42
C -0.95 0.01 -0.50 -0.72
Cl 6.39 2.85 1.78 -0.17
Cl -7.56 3.58 1.62 -0.21
C 2.80 0.57 2.09 -0.76
O 1.79 -1.99 -2.73 -0.36
C 1.18 -0.84 -3.06 0.87
H -1.39 -3.54 3.99 0.36
C 1.04 -3.18 -2.55 -0.49
C 6.36 3.24 -0.97 -0.31
Cl -0.33 -5.46 2.92 -0.21
H 1.35 6.75 1.81 0.32
H 3.40 -0.12 -1.58 0.19
H -0.84 -7.38 -2.28 0.31
H -1.70 -7.00 0.61 0.24
O -3.46 0.70 -2.53 -0.32
H 1.44 -3.69 -1.63 0.22
H 6.58 4.00 -1.68 0.37
O 1.99 0.20 -3.04 -0.35
C -0.95 -3.79 3.02 -0.32
O -5.22 1.00 -1.02 -0.68
H -1.46 -0.80 -1.03 0.02
H -6.37 -1.16 -0.69 0.32
H -2.53 -1.14 -2.77 0.13
H 8.09 3.43 0.31 0.41
H 3.78 0.17 2.23 0.26
H 2.77 1.58 1.74 0.37
C 3.43 0.06 -2.66 -0.47
C -0.67 -7.49 -1.19 -0.57
H -0.73 -8.56 -1.07 0.38
H 3.54 6.88 3.13 0.35
C -1.83 -6.85 -0.44 -0.43
C 7.03 3.68 0.32 -0.57
H -0.60 0.72 -1.27 0.38
H -4.92 -1.34 0.31 0.23
Cl 3.78 5.30 1.30 -0.09
Cl 6.80 1.61 -1.55 -0.20
C -4.48 0.29 -1.74 0.77
H 1.05 -3.00 3.43 0.44
Cl 0.96 -6.88 -0.73 -0.16
H 0.00 -2.95 -2.37 0.09
H 1.19 -3.78 -3.41 0.37
H 3.94 0.98 -2.79 0.20
O 0.67 1.50 0.99 -0.68
Cl -6.29 0.45 2.67 -0.19
Cl 2.12 7.74 -0.14 -0.18
H 5.27 3.28 -0.88 0.19
C 0.18 -2.79 2.84 -0.24
H 2.38 0.50 3.13 0.26
Cl -1.84 -5.15 -0.89 -0.07
H -5.30 -2.64 -0.89 0.21
H 4.32 7.45 1.61 0.31
O 0.27 -0.62 0.08 -0.06
H -4.52 1.96 2.91 0.25
O -4.53 -1.03 -1.64 -0.27
C 3.49 6.86 2.05 -0.61
H -5.91 2.33 0.63 -0.05
C -5.94 2.90 1.56 -0.01
H -3.73 -0.75 -3.94 0.46
O -0.02 -0.81 -3.32 -0.56
O 2.08 -0.24 1.23 -0.24
C 0.94 0.30 0.71 0.52
H 3.89 -0.77 -3.17 0.31
Cl -0.36 -1.18 3.38 -0.23
H 0.44 -2.63 1.76 0.02
H 2.05 8.36 2.19 0.31
H -2.14 0.17 -3.97 0.21
H -1.65 0.47 0.22 0.54
C 2.14 7.45 1.62 -0.40
H -1.67 -3.70 2.23 0.21
H 6.94 4.77 0.48 0.28
H -5.28 3.68 1.56 0.35
H -2.77 -7.33 -0.78 0.30
C -5.38 -1.54 -0.69 -0.60
```


This record from the Open Molecules 2025 dataset describes a 4-piece molecular cluster, C29H42BrF9N5O7 overall. The level of theory is wB97M-V/def2-TZVPD.

Output
E_LUMO = -0.120 Eh
Charge = +1
Multiplicity = 1
Gap between HOMO and LUMO = 8.2 eV
DFT total energy = -147030.197 eV

XYZ file:
```
93
Properties=species:S:1:pos:R:3:mulliken_charge:R:1
F -0.37 2.98 -5.33 -0.27
C -0.38 -6.21 3.10 -0.78
C -3.88 0.12 0.08 -0.78
H 0.61 0.89 2.88 0.46
H -1.61 -1.97 -3.50 0.39
C -1.58 -6.17 0.66 0.96
H -3.95 -0.39 1.06 0.13
O -2.51 0.23 -0.33 -0.16
H 7.78 1.81 -1.50 0.38
H -0.38 6.99 -2.96 0.30
H -1.87 0.44 -2.97 0.38
C -2.23 -6.20 -0.71 -1.54
H 0.75 7.27 -4.27 0.34
F 3.83 -2.09 -2.71 -0.23
H -2.51 1.27 1.47 0.58
C 0.28 -6.78 2.04 -0.79
C -2.96 -0.26 5.28 -0.83
C 0.43 6.54 -3.54 -0.33
H -4.29 -5.70 1.37 0.37
N -2.07 -2.64 2.66 -0.21
H 2.01 6.97 -2.16 0.36
C 6.53 5.55 -2.39 0.36
Br -5.74 -4.24 3.14 -0.01
C -0.91 0.05 -3.27 -1.12
C -0.99 0.49 6.47 -1.02
H 0.01 0.77 6.16 0.29
C -0.55 0.31 1.12 -0.24
H -1.11 1.11 3.03 0.53
H -4.38 -0.48 -0.68 0.24
C -0.36 0.42 2.66 -0.89
O 0.42 -1.99 -3.46 -0.32
H -2.45 -5.19 -1.09 0.27
F 2.63 -3.83 -3.15 -0.26
H -2.08 -5.17 3.83 0.46
H -3.92 0.23 5.04 0.43
N -1.96 0.75 5.38 -0.15
H 2.35 5.64 -3.27 0.34
H -3.20 -6.71 -0.62 0.36
H 0.05 -0.91 4.37 0.48
H -4.63 -2.08 4.44 0.28
H 6.87 2.63 -3.65 0.33
C 5.42 6.59 -2.60 0.91
C 7.10 2.66 -1.52 -1.12
C -0.37 -0.95 3.36 -1.33
N -4.02 -3.98 2.50 -0.34
H -1.28 1.06 7.36 0.33
H 1.26 -7.22 2.18 0.41
H -2.37 1.66 5.51 0.32
H 6.09 2.31 -1.30 0.30
O -0.08 5.42 -4.30 -0.31
H 0.12 -7.21 -0.06 0.38
C -3.31 -2.97 3.00 0.69
O 6.17 4.40 -2.95 -0.32
C 1.59 6.11 -2.67 -0.95
C -1.38 3.50 -4.62 0.94
H 0.29 0.85 0.67 0.42
C -0.90 4.60 -3.67 0.36
H -3.56 -4.41 0.48 0.29
H 0.31 -1.60 2.79 0.48
O -1.26 4.70 -2.53 -0.54
C -1.71 -1.60 3.41 0.53
H 1.27 5.39 -1.92 0.29
N -3.75 -2.12 3.96 -0.63
H 8.14 3.72 -3.10 0.33
H -1.67 -6.80 -1.42 0.41
C -2.22 -5.56 1.73 1.04
F 4.20 6.08 -2.33 -0.27
H -4.33 1.11 0.11 0.39
H -0.93 -1.64 -1.91 0.18
F 5.39 7.03 -3.87 -0.27
O 7.56 5.78 -1.84 -0.51
H -0.50 -0.73 0.76 0.22
F 5.58 7.66 -1.82 -0.25
C -3.55 -4.90 1.45 -0.88
C -0.35 -6.77 0.81 -0.71
C 2.70 -2.50 -3.30 0.84
C -1.83 1.03 0.64 -0.94
H 7.39 3.35 -0.72 0.33
F 2.81 -2.24 -4.61 -0.25
H -0.13 0.60 -2.74 0.31
H -1.54 2.00 0.20 0.29
N -2.73 -1.26 4.21 0.45
H -3.13 -0.78 6.23 0.39
F -2.28 3.97 -5.50 -0.27
C -0.82 -1.43 -2.98 -0.23
C 7.14 3.34 -2.87 -0.23
H 0.11 -6.22 4.07 0.39
C 1.48 -1.81 -2.68 0.36
C -1.60 -5.61 2.96 -0.38
H -0.98 -0.58 6.72 0.39
O 1.49 -1.23 -1.63 -0.51
H -0.76 0.23 -4.34 0.43
F -1.96 2.50 -3.96 -0.22
```